# 1
The following is a DFT calculation (the ωB97M-V functional and the def2-TZVPD basis) of the molecule C5H8N2.

Values from the calculation:
LUMO level = 0.5 eV
energy relative to the best compared isomer or geometry (same formula, charge and spin) = 351.1 kJ/mol
DFT total energy = -304.701759 Eh
gap between HOMO and LUMO = 9.38 eV

Structure (ORCA input):
```
! RIJCOSX wB97M-V def2-TZVPD def2/J DEFGRID3
* xyz 0 1
C 2.176 1.424 -0.250
C 1.150 0.526 -1.077
C -0.064 0.142 -0.240
C -1.041 -1.059 -0.777
N -1.641 -1.411 0.549
C -0.890 -0.575 1.291
N -0.415 0.680 0.936
H 2.388 0.877 0.683
H 1.523 2.338 0.067
H 3.081 1.703 -0.893
H 1.583 -0.354 -1.529
H 0.835 1.135 -2.003
H -0.691 -2.019 -1.199
H -1.770 -0.615 -1.484
H -0.547 -0.701 2.278
*
```

Atom charges from the Mulliken analysis, given in e for atoms 1 to 5:
1. C -0.972
2. C -0.464
3. C 0.523
4. C -0.443
5. N -0.557

# 2
The following is a DFT calculation (the ωB97M-V functional and the def2-TZVPD basis) of a structure of composition C61H61F3Li2N11O6.

Values from the calculation:
LUMO level = -2.7 eV
energy relative to the best compared isomer or geometry (same formula, charge and spin) = 0.0 kJ/mol
DFT total energy = -3729.147928 Eh
gap between HOMO and LUMO = 8.30 eV

Structure (ORCA input):
```
! RIJCOSX wB97M-V def2-TZVPD def2/J DEFGRID3
* xyz 1 1
Li -1.881 -1.980 -0.885
Li -3.637 1.164 0.624
C -0.759 0.374 -0.776
O -0.509 -0.758 -1.649
O -2.096 0.096 -0.291
C 0.391 0.474 0.338
F 1.569 0.663 -0.222
F 0.169 1.435 1.169
F 0.490 -0.715 0.994
C 0.430 -0.542 -2.666
C 0.173 -1.650 -3.663
H 0.221 -2.617 -3.163
H -0.782 -1.613 -4.187
H 0.863 -1.691 -4.506
H 1.471 -0.681 -2.372
H 0.229 0.391 -3.193
H -0.652 1.283 -1.369
C -1.897 3.991 3.981
C -2.843 3.763 4.954
C -2.609 2.801 5.968
C -1.450 2.000 5.853
C -0.476 2.164 4.852
C -0.741 3.200 3.936
N -1.261 0.870 6.812
O -2.135 0.684 7.671
O -0.315 0.156 6.700
H -2.139 4.699 3.202
H -3.681 4.444 4.956
H -3.350 2.713 6.749
H 0.413 1.551 4.806
H -0.062 3.313 3.104
C 2.061 6.592 -0.634
C 1.790 5.342 -0.182
C 1.922 4.178 -0.993
C 2.310 4.373 -2.339
C 2.537 5.673 -2.786
C 2.455 6.769 -1.976
N 2.458 3.224 -3.224
O 3.021 3.338 -4.335
O 2.012 2.148 -2.794
H 1.961 7.489 -0.040
H 1.561 5.256 0.870
H 1.535 3.258 -0.581
H 2.774 5.740 -3.838
H 2.500 7.789 -2.326
N 3.295 1.466 5.123
C 3.017 0.471 4.280
C 2.851 0.723 2.948
C 3.085 1.961 2.399
C 3.227 3.031 3.286
C 3.442 2.736 4.632
H 2.962 -0.526 4.692
H 2.679 -0.071 2.237
H 3.067 2.077 1.325
H 3.369 4.018 2.871
H 3.825 3.494 5.299
N 3.845 -1.402 -0.651
C 4.097 -2.068 -1.868
C 5.389 -2.138 -2.434
C 6.483 -1.595 -1.798
C 6.279 -0.973 -0.622
C 4.971 -0.857 -0.065
H 3.282 -2.478 -2.446
H 5.682 -2.684 -3.319
H 7.497 -1.672 -2.162
H 7.093 -0.490 -0.103
H 4.750 -0.324 0.849
N -3.972 0.458 2.491
C -4.939 0.613 3.451
C -4.798 0.071 4.745
C -3.638 -0.549 5.149
C -2.592 -0.648 4.221
C -2.806 -0.191 2.888
H -5.826 1.183 3.217
H -5.569 0.231 5.484
H -3.467 -0.919 6.149
H -1.596 -0.983 4.469
H -1.959 -0.292 2.225
N -2.194 3.269 -3.019
C -1.642 2.348 -3.863
C -0.728 2.707 -4.890
C -0.369 4.045 -5.079
C -0.844 4.964 -4.128
C -1.759 4.569 -3.177
H -1.956 1.316 -3.804
H -0.406 1.906 -5.538
H 0.437 4.407 -5.700
H -0.547 6.002 -4.129
H -2.065 5.312 -2.456
N 0.981 -2.162 4.337
C 1.075 -2.882 3.173
C 1.146 -4.278 3.145
C 0.949 -4.986 4.304
C 0.699 -4.275 5.476
C 0.789 -2.874 5.478
H 1.259 -2.283 2.294
H 1.403 -4.860 2.272
H 1.133 -6.041 4.439
H 0.508 -4.839 6.378
H 0.644 -2.260 6.354
N -0.346 -3.891 -0.712
C -0.775 -5.133 -0.549
C 0.078 -6.205 -0.426
C 1.441 -5.958 -0.526
C 1.893 -4.673 -0.729
C 1.009 -3.662 -0.829
H -1.818 -5.404 -0.628
H -0.359 -7.184 -0.293
H 2.177 -6.746 -0.464
H 2.933 -4.495 -0.957
H 1.428 -2.670 -0.740
N -2.928 -2.532 -2.456
C -3.052 -3.722 -3.098
C -4.104 -4.080 -3.869
C -4.982 -3.058 -4.239
C -4.819 -1.758 -3.753
C -3.736 -1.554 -2.857
H -2.374 -4.548 -2.944
H -4.302 -5.079 -4.230
H -5.767 -3.166 -4.973
H -5.379 -0.860 -3.971
H -3.582 -0.505 -2.655
N -3.618 3.160 0.792
C -2.595 3.783 0.131
C -2.255 5.131 0.290
C -3.075 5.923 1.054
C -4.282 5.347 1.589
C -4.525 4.023 1.394
H -1.925 3.128 -0.405
H -1.411 5.554 -0.235
H -2.762 6.946 1.207
H -4.961 6.060 2.032
H -5.506 3.634 1.625
N 1.200 -5.320 -6.448
C 2.194 -6.249 -6.593
C 2.615 -7.049 -5.512
C 2.114 -6.715 -4.233
C 1.133 -5.741 -4.047
C 0.647 -5.104 -5.199
H 2.424 -6.401 -7.637
H 3.284 -7.887 -5.636
H 2.473 -7.356 -3.441
H 0.677 -5.626 -3.075
H -0.060 -4.290 -5.142
*
```

Atom charges from the Mulliken analysis, given in e for atoms 1 to 5:
1. Li 0.741
2. Li 1.080
3. C 0.725
4. O 1.009
5. O -0.918